1.
DFT (ωB97M-V/def2-TZVPD) results for C34H49N9OPSiY as an isolated structure in a non-equilibrium geometry.

The calculation puts the lowest unoccupied orbital energy (alpha / beta) at -4.4 / -4.5 eV. The total charge is +2. For the HOMO-LUMO gap (alpha / beta), the calculation gives 6.11 / 4.89 eV.

```
96
Properties=species:S:1:pos:R:3:forces:R:3
Y 0.470 1.722 -1.205 0.588 -0.032 0.306
C -2.515 3.782 3.172 -0.169 0.232 0.094
N -1.712 2.798 2.465 0.135 -0.106 -0.216
C -1.342 1.573 2.952 0.169 -0.216 -0.012
C -0.654 0.952 1.957 -0.003 -0.066 0.156
N -0.596 1.785 0.861 -0.258 0.037 0.436
C -1.251 2.902 1.199 -0.420 0.019 0.039
P -1.534 4.410 0.151 1.193 -0.038 0.082
C 0.173 4.724 -0.302 -1.229 0.325 0.434
N 1.114 3.851 -0.773 0.198 -0.329 -0.233
C 2.261 4.611 -0.956 0.206 0.436 0.045
C 2.026 5.904 -0.617 0.067 -0.385 -0.097
N 0.720 5.985 -0.211 0.246 0.160 -0.113
C 0.049 7.156 0.298 -0.079 0.005 0.065
C -2.160 3.465 -1.294 -0.243 -0.023 -0.233
N -1.523 2.538 -2.033 -0.605 0.254 -0.242
C -2.371 2.236 -3.077 -0.049 0.021 -0.164
C -3.505 2.976 -2.974 0.066 -0.094 -0.164
N -3.362 3.750 -1.857 0.372 -0.281 0.078
C -4.349 4.676 -1.328 -0.166 0.233 0.137
H -2.699 3.432 4.183 0.046 -0.044 -0.015
H -2.001 4.740 3.216 0.056 -0.044 -0.004
H -3.472 3.925 2.673 0.009 -0.038 0.010
H -1.579 1.239 3.947 -0.049 0.052 0.002
H -0.221 -0.036 1.960 -0.004 -0.003 0.041
H 3.190 4.187 -1.298 -0.002 0.010 0.008
H 2.679 6.759 -0.633 -0.020 0.025 0.027
H 0.708 8.016 0.211 0.014 -0.018 -0.023
H -0.865 7.348 -0.267 0.020 0.013 -0.014
H -0.215 7.017 1.349 -0.007 0.015 -0.007
H -2.119 1.522 -3.843 -0.018 0.016 -0.003
H -4.380 3.009 -3.600 -0.020 0.041 0.033
H -5.211 4.698 -1.989 0.038 -0.041 -0.040
H -4.675 4.363 -0.337 -0.009 -0.029 -0.038
H -3.929 5.678 -1.257 0.008 -0.028 -0.041
C 1.332 0.397 -4.361 -0.221 -0.221 0.205
C 0.284 -0.492 -3.690 0.066 0.202 -0.196
N 0.468 -0.513 -2.226 -0.268 -0.402 0.015
C 1.646 -1.289 -1.796 0.414 0.063 0.311
C 2.484 -0.514 -0.770 -0.056 -0.469 -0.293
N 2.822 0.847 -1.222 0.182 0.110 0.077
C 3.636 0.969 -2.450 -0.145 0.123 -0.278
C 2.987 1.951 -3.431 0.155 -0.123 0.166
N 1.556 1.633 -3.583 -0.216 0.225 -0.151
H 1.012 0.613 -5.381 0.047 0.019 -0.003
H 2.270 -0.150 -4.442 0.039 0.059 -0.029
H 0.340 -1.497 -4.119 -0.099 -0.002 0.035
H -0.713 -0.099 -3.890 -0.025 -0.066 0.031
H -0.356 -0.956 -1.821 0.044 -0.149 -0.020
H 2.249 -1.582 -2.654 -0.011 0.043 -0.011
H 1.331 -2.201 -1.282 0.009 -0.067 -0.016
H 3.372 -1.105 -0.522 -0.040 0.045 0.075
H 2.150 -0.245 1.160 -0.125 -0.078 0.094
H 3.316 1.303 -0.459 -0.002 -0.010 0.013
H 3.727 -0.009 -2.922 0.065 -0.030 0.068
H 4.648 1.301 -2.222 0.000 -0.028 0.025
H 3.525 1.904 -4.383 -0.035 0.038 -0.010
H 3.070 2.971 -3.057 -0.028 -0.005 -0.002
H 1.100 2.406 -4.061 0.119 0.035 -0.059
C -1.672 -3.909 -1.154 0.086 -0.001 0.109
C -1.794 -3.541 0.329 -0.047 -0.147 0.322
C -2.420 -2.146 0.481 0.007 -0.081 0.097
C -2.725 -4.572 0.996 0.041 0.065 -0.039
Si -0.093 -3.614 1.198 0.504 0.429 -0.694
O 1.635 -0.350 0.349 0.015 0.439 -0.189
C 0.092 -2.763 2.853 -0.285 -0.182 -0.010
C -0.975 -2.468 3.708 0.021 -0.036 -0.019
C -0.765 -1.842 4.929 -0.014 0.112 0.041
C 0.516 -1.477 5.315 -0.038 0.008 -0.022
C 1.592 -1.764 4.483 0.060 0.105 0.022
C 1.380 -2.402 3.273 0.010 -0.095 -0.105
C 0.951 -5.168 1.123 -0.286 0.045 0.204
C 1.762 -5.493 0.032 -0.079 0.060 -0.022
C 2.626 -6.576 0.077 0.042 0.022 -0.065
C 2.684 -7.372 1.212 -0.004 0.045 0.001
C 1.863 -7.088 2.293 0.017 -0.064 0.071
C 1.015 -5.992 2.255 0.003 0.051 -0.046
H -2.662 -4.114 -1.568 -0.022 0.019 -0.013
H -1.060 -4.802 -1.301 -0.022 0.001 -0.038
H -1.238 -3.096 -1.743 0.115 0.039 -0.024
H -3.372 -2.121 -0.057 -0.012 0.061 -0.023
H -1.793 -1.319 0.116 0.054 -0.198 -0.074
H -2.628 -1.929 1.529 -0.062 0.070 -0.027
H -3.740 -4.474 0.598 -0.006 -0.031 -0.006
H -2.776 -4.433 2.077 -0.052 -0.051 0.029
H -2.384 -5.589 0.797 -0.002 -0.013 0.055
H -1.983 -2.761 3.442 -0.004 0.009 0.011
H -1.603 -1.652 5.588 -0.009 -0.002 0.008
H 0.680 -0.988 6.266 0.009 -0.013 0.016
H 2.595 -1.494 4.788 0.011 -0.045 0.012
H 2.230 -2.663 2.647 0.009 0.026 0.029
H 1.727 -4.886 -0.866 0.018 0.045 -0.024
H 3.267 -6.788 -0.769 -0.028 -0.040 -0.002
H 3.376 -8.202 1.256 -0.042 -0.043 -0.008
H 1.887 -7.718 3.172 0.026 0.014 0.011
H 0.400 -5.767 3.119 0.012 -0.017 0.028
```
Positions in Å, forces in eV/Å.

=====

2.
DFT (ωB97M-V/def2-TZVPD) results for C39H30F4GeN5PdSSi as an isolated structure in a non-equilibrium geometry.

The expectation value of S² is 0.84. The calculation puts the lowest unoccupied orbital energy (alpha / beta) at -9.9 / -9.8 eV. The total charge is +2. The spin multiplicity is 2. For the HOMO-LUMO gap (alpha / beta), the calculation gives 3.31 / 3.40 eV.

```
82
Properties=species:S:1:pos:R:3:forces:R:3
Pd -1.095 -0.018 0.219 -0.164 0.952 -1.140
C -0.658 6.160 2.566 -0.043 -0.282 -0.966
Si -0.913 5.569 0.764 -0.137 0.907 0.269
C -1.958 6.804 -0.249 0.517 -0.603 0.461
C 0.735 5.222 -0.121 -0.580 -0.051 0.356
C -2.081 4.043 0.978 0.700 0.211 -0.221
C -3.398 4.210 1.400 -0.320 -0.074 0.080
C -4.233 3.123 1.597 0.091 0.351 -0.025
C -3.744 1.850 1.325 0.372 0.139 -0.013
N -2.509 1.664 0.890 -0.689 -0.593 0.610
C -1.687 2.722 0.752 0.127 0.240 -0.009
S -0.084 2.258 0.303 -0.673 -1.325 -0.420
H -0.060 7.065 2.570 0.124 0.195 0.016
H -0.141 5.415 3.163 0.091 -0.144 0.068
H -1.605 6.384 3.047 -0.179 0.028 0.042
H -1.398 7.722 -0.391 0.123 0.175 -0.010
H -2.886 7.062 0.250 -0.155 0.035 0.117
H -2.200 6.411 -1.233 -0.012 -0.097 -0.143
H 1.246 6.162 -0.307 -0.057 0.272 0.024
H 0.592 4.740 -1.084 -0.060 -0.050 -0.168
H 1.409 4.602 0.462 0.072 -0.036 0.115
H -3.780 5.201 1.586 -0.050 0.170 0.038
H -5.247 3.251 1.944 -0.068 0.021 0.017
H -4.363 0.975 1.472 -0.003 -0.032 -0.039
C -4.043 -1.052 -0.472 -0.843 0.926 -0.690
H -4.876 -1.037 0.233 0.177 -0.020 -0.003
H -4.369 -1.540 -1.394 0.022 0.015 0.040
H -3.715 -0.038 -0.731 -0.149 -0.352 0.125
C 3.928 1.633 0.371 0.346 0.242 0.097
C 3.771 1.814 -0.990 0.102 -0.025 -0.231
C 2.787 1.113 -1.684 0.224 0.418 0.271
C 1.960 0.278 -0.973 -2.343 -1.118 -0.466
C 2.124 0.056 0.381 0.760 0.394 0.333
C 3.121 0.744 1.059 -0.292 -0.426 0.234
Ge 0.222 -0.601 -1.697 4.251 0.390 -0.352
C 1.001 -2.455 -1.653 -1.255 0.622 0.202
C 2.177 -2.724 -2.345 -0.215 0.139 -0.066
C 2.666 -4.020 -2.377 0.085 0.058 0.104
C 2.015 -5.028 -1.682 -0.067 -0.149 0.105
C 0.858 -4.753 -0.968 0.148 -0.087 0.174
C 0.361 -3.462 -0.947 0.021 -0.016 -0.271
C 0.285 0.135 -3.538 -1.129 -0.430 0.695
C 0.006 1.480 -3.759 -0.187 -0.114 0.194
C -0.105 1.958 -5.050 0.218 0.016 -0.148
C 0.082 1.093 -6.120 0.024 0.062 0.003
C 0.375 -0.244 -5.901 0.280 0.042 -0.126
C 0.488 -0.728 -4.610 -0.318 -0.001 0.257
H 4.702 2.175 0.900 -0.006 0.035 0.004
H 4.403 2.501 -1.533 0.156 0.061 0.037
H 2.676 1.257 -2.748 -0.119 0.036 -0.105
H 1.476 -0.634 0.920 0.093 0.061 -0.064
H 3.250 0.568 2.117 0.169 0.109 0.157
H 2.697 -1.934 -2.870 0.028 0.022 -0.035
H 3.558 -4.232 -2.947 0.086 -0.074 0.013
H 2.410 -6.032 -1.689 0.029 -0.124 -0.091
H 0.329 -5.535 -0.443 0.017 -0.206 0.029
H -0.561 -3.245 -0.425 -0.074 -0.033 -0.028
H -0.145 2.144 -2.914 -0.047 0.062 -0.019
H -0.330 2.999 -5.224 -0.001 0.102 -0.046
H 0.017 1.467 -7.130 -0.092 0.031 -0.109
H 0.527 -0.917 -6.730 0.015 -0.002 -0.134
H 0.703 -1.772 -4.434 -0.058 -0.099 -0.063
F -0.696 -1.521 2.071 0.303 -1.665 0.995
C -0.353 -2.748 2.598 0.799 1.396 0.119
C 0.856 -2.844 3.240 -0.423 1.785 -0.881
F 1.610 -1.742 3.296 -0.532 -0.953 0.078
C 1.309 -4.066 3.799 1.657 -0.219 0.929
C 0.392 -5.147 3.699 -0.960 -1.227 -0.208
C -0.793 -5.048 2.994 0.416 -0.876 0.460
F -1.553 -6.128 2.865 0.338 0.379 0.206
C -1.198 -3.846 2.379 -0.508 0.342 -0.733
C -2.278 -3.784 1.426 0.705 -1.211 1.402
C -2.726 -2.686 0.807 0.265 2.810 -2.292
N -2.930 -1.803 0.015 0.510 -2.044 1.994
C -2.834 -4.977 0.879 0.113 0.127 0.103
N -3.261 -5.914 0.383 -0.324 -0.531 -0.331
F 0.708 -6.315 4.235 -0.206 0.714 -0.339
C 2.595 -4.210 4.372 -1.933 0.169 -0.863
C 3.026 -5.368 5.036 -0.031 -0.361 0.079
N 3.418 -6.287 5.601 0.171 -0.315 0.215
C 3.564 -3.202 4.267 0.315 0.570 -0.060
N 4.367 -2.392 4.129 0.239 0.140 0.044
```
Positions in Å, forces in eV/Å.

=====

3.
DFT (ωB97M-V/def2-TZVPD) results for a 2-piece molecular cluster, C3H2Cl2O overall in a non-equilibrium geometry.

The calculation puts the lowest unoccupied orbital energy at 0.6 eV. The total charge is 0. For the HOMO-LUMO gap, the calculation gives 9.88 eV.

```
8
Properties=species:S:1:pos:R:3:forces:R:3
Cl -2.365 -2.465 -0.303 0.427 -1.133 -0.040
C -3.203 -1.148 0.108 -0.295 1.564 -0.367
C -3.482 0.026 0.133 -1.081 -0.904 0.436
Cl -4.195 1.480 0.369 0.159 0.148 -0.033
C 0.069 0.149 -0.323 2.066 -1.128 0.217
O -1.016 0.472 0.034 0.398 0.599 -0.079
H 0.673 -0.716 0.022 -0.977 -0.642 0.816
H 0.799 0.598 -0.997 -0.698 1.496 -0.950
```
Positions in Å, forces in eV/Å.

=====

4.
DFT (ωB97M-V/def2-TZVPD) results for C27H46BrNOP2PtS as an isolated structure in a non-equilibrium geometry.

The expectation value of S² is 2.07. The calculation puts the lowest unoccupied orbital energy (alpha / beta) at -6.8 / -9.0 eV. The total charge is +2. The spin multiplicity is 3. For the HOMO-LUMO gap (alpha / beta), the calculation gives 6.45 / 4.56 eV.

```
80
Properties=species:S:1:pos:R:3:forces:R:3
N -6.786 4.827 -5.934 0.091 -0.173 0.504
C -6.534 5.200 -4.672 0.501 -0.424 0.028
C -5.517 4.603 -3.901 -0.060 -0.282 -0.801
C -4.706 3.572 -4.482 -0.300 -0.161 0.009
C -5.031 3.178 -5.793 -0.161 0.006 -0.100
C -6.081 3.819 -6.455 0.344 0.164 0.347
C -3.628 2.965 -3.685 -0.124 0.809 0.459
Pt 0.263 -0.233 -2.879 2.378 -1.150 3.248
P 2.683 -0.400 -1.705 2.961 -0.245 0.706
C -2.526 2.162 -3.975 -0.087 0.246 0.125
C -1.432 2.043 -3.026 -0.094 -1.105 -2.143
C -0.087 1.636 -3.460 -0.385 2.900 0.147
C 1.047 1.767 -2.494 -1.298 -0.736 -1.256
C 0.748 2.039 -1.022 -0.435 -0.204 -1.777
C -0.553 2.427 -0.790 -1.927 0.795 0.289
C -1.618 2.301 -1.696 0.527 1.132 1.523
Br 1.569 1.686 0.668 -0.995 0.483 -0.315
H -3.698 3.385 -2.664 0.339 -0.355 -0.566
H -2.373 1.693 -4.956 -0.151 0.502 0.286
H -5.373 4.959 -2.889 0.176 -0.136 0.042
H -4.513 2.364 -6.303 -0.052 0.265 0.213
H -7.177 5.997 -4.267 0.474 -0.429 -0.148
H -6.359 3.530 -7.458 0.051 -0.072 -0.076
H 0.076 1.697 -4.542 0.377 0.393 0.370
H -2.635 2.487 -1.393 0.147 0.151 0.562
H 1.986 1.813 -3.082 -0.489 0.281 1.250
H -0.808 2.903 0.162 0.123 -0.759 -0.050
P -0.354 -2.116 -1.703 -1.210 -1.884 0.274
C 3.709 1.170 -1.280 -0.677 0.398 0.962
C 5.210 1.199 -1.426 1.048 -0.275 -0.890
H 3.502 1.400 -0.208 0.624 -0.480 -1.463
H 3.246 1.999 -1.836 0.587 -0.218 0.310
H 5.650 2.154 -1.102 -0.528 -0.099 0.060
H 5.714 0.430 -0.840 -0.144 0.138 -0.118
H 5.542 1.092 -2.466 -0.078 -0.074 0.134
C 3.679 -1.058 -3.126 -0.755 0.101 -0.256
C 5.001 -1.762 -2.896 0.520 -0.208 -0.523
H 3.870 -0.250 -3.846 -0.343 0.111 0.245
H 2.957 -1.717 -3.618 0.249 -0.197 -0.217
H 5.395 -2.025 -3.891 -0.067 0.029 0.322
H 5.760 -1.145 -2.422 -0.148 0.045 0.009
H 4.930 -2.690 -2.348 -0.190 -0.231 0.247
C 3.213 -1.564 -0.259 -1.017 -0.043 -0.264
C 4.515 -1.336 0.521 0.214 -0.392 -0.131
H 3.240 -2.564 -0.707 -0.116 0.096 -0.022
H 2.387 -1.583 0.476 0.194 0.105 -0.421
H 4.574 -2.109 1.305 -0.115 0.251 -0.282
H 5.425 -1.454 -0.089 -0.479 0.152 0.225
H 4.521 -0.377 1.031 0.111 0.155 -0.044
C -0.393 -2.815 0.043 0.519 0.780 0.165
C -1.284 -4.046 0.222 -0.313 -0.279 -0.411
H -0.695 -2.030 0.750 0.003 -0.016 -0.238
H 0.638 -3.074 0.303 -0.019 0.039 -0.159
H -2.352 -3.806 0.220 0.215 0.091 -0.048
H -1.111 -4.791 -0.560 -0.047 0.044 0.134
H -1.082 -4.554 1.170 0.120 0.298 -0.084
C 0.250 -3.541 -2.679 0.067 0.111 0.565
C 0.214 -3.239 -4.171 -0.110 -0.304 -0.116
H -0.323 -4.441 -2.409 0.260 0.224 -0.249
H 1.284 -3.683 -2.314 -0.281 -0.099 -0.224
H -0.806 -3.361 -4.566 0.365 0.130 0.033
H 0.562 -2.207 -4.385 -0.078 -0.399 -0.036
H 0.872 -3.946 -4.686 -0.168 0.222 -0.155
C -2.137 -1.884 -2.118 0.323 -0.206 -0.330
C -2.963 -1.243 -1.001 -0.229 0.121 0.178
H -2.526 -2.863 -2.429 -0.084 0.260 -0.044
H -2.122 -1.217 -3.003 -0.251 -0.429 0.101
H -3.637 -0.495 -1.441 0.043 -0.245 0.248
H -3.575 -2.011 -0.499 0.247 0.469 -0.109
H -2.353 -0.739 -0.231 -0.261 -0.186 -0.237
C -2.327 1.305 4.169 -0.217 0.546 -0.035
S -1.266 0.503 2.946 -0.188 0.003 -0.177
C -0.355 -0.514 4.086 0.698 -0.025 0.586
O -2.039 -0.449 2.082 -0.145 0.295 -0.080
H -1.772 1.381 5.114 -0.308 0.016 -0.310
H -3.255 0.743 4.291 0.121 -0.057 0.032
H -2.543 2.327 3.823 -0.057 -0.440 0.046
H -0.522 -0.121 5.101 0.421 -0.463 -0.376
H -0.640 -1.571 4.017 -0.155 0.379 -0.089
H 0.692 -0.390 3.783 -0.105 -0.254 0.382
```
Positions in Å, forces in eV/Å.

=====

| no. | calculated total energy (hartree) |
| --- | --- |
| 1 | -2561.82614 |
| 2 | -5069.07572 |
| 3 | -1110.99086 |
| 4 | -4959.87355 |